{
  "formula": "C28H21CrF6N3O3PSe2",
  "method": "wB97M-V/def2-TZVPD",
  "species": ["Cr", "O", "C", "N", "C", "O", "C", "C", "C", "C", "C", "N", "C", "C", "C", "C", "C", "N", "H", "H", "H", "H", "H", "H", "H", "H", "Se", "P", "Se", "C", "C", "C", "C", "C", "C", "C", "C", "C", "C", "C", "C", "H", "H", "H", "H", "H", "H", "H", "H", "H", "H", "C", "C", "O", "C", "F", "F", "F", "C", "F", "F", "F", "H", "H", "H"],
  "coordinates": [[0.467, 1.426, 0.037], [4.407, 2.633, -0.431], [3.239, 2.298, -0.492], [2.487, 1.587, 0.388], [3.017, 0.932, 1.461], [4.178, 0.816, 1.801], [1.935, 0.240, 2.271], [2.258, -0.510, 3.390], [1.230, -1.115, 4.093], [-0.083, -0.945, 3.675], [-0.326, -0.180, 2.548], [0.668, 0.388, 1.868], [2.418, 2.716, -1.703], [3.025, 3.376, -2.758], [2.258, 3.701, -3.863], [0.914, 3.352, -3.888], [0.379, 2.695, -2.797], [1.115, 2.397, -1.728], [3.297, -0.602, 3.668], [1.448, -1.718, 4.965], [-0.906, -1.411, 4.195], [-1.319, -0.002, 2.154], [4.077, 3.608, -2.681], [2.705, 4.216, -4.704], [0.284, 3.581, -4.736], [-0.656, 2.384, -2.756], [-1.375, -0.364, -1.219], [-0.015, -2.026, -1.004], [2.073, -1.612, -1.097], [-0.487, -3.300, -2.233], [0.468, -3.907, -3.035], [0.090, -4.869, -3.964], [-1.240, -5.230, -4.091], [-2.200, -4.625, -3.288], [-1.825, -3.661, -2.367], [-0.423, -2.886, 0.570], [0.566, -3.577, 1.262], [0.258, -4.264, 2.426], [-1.045, -4.275, 2.906], [-2.035, -3.585, 2.221], [-1.724, -2.889, 1.064], [1.505, -3.614, -2.925], [0.843, -5.332, -4.589], [-1.534, -5.979, -4.816], [-3.243, -4.897, -3.386], [-2.578, -3.170, -1.763], [1.583, -3.548, 0.889], [1.039, -4.787, 2.962], [-1.286, -4.815, 3.814], [-3.052, -3.581, 2.594], [-2.485, -2.317, 0.546], [-2.462, 3.700, 2.249], [-1.616, 3.644, 0.963], [-1.228, 2.389, 0.675], [-2.480, 4.201, -0.200], [-3.649, 3.544, -0.269], [-1.891, 4.066, -1.397], [-2.788, 5.512, -0.066], [-0.387, 4.569, 1.168], [0.323, 4.762, 0.038], [-0.697, 5.796, 1.645], [0.448, 4.013, 2.062], [-3.256, 2.964, 2.145], [-2.890, 4.682, 2.448], [-1.826, 3.408, 3.084]],
  "nbo_charge": [1.187, -0.580, 0.638, -0.792, 0.654, -0.576, 0.142, -0.214, -0.156, -0.246, 0.073, -0.492, 0.139, -0.211, -0.156, -0.250, 0.086, -0.495, 0.246, 0.211, 0.223, 0.225, 0.247, 0.211, 0.219, 0.222, -0.549, 0.965, -0.543, -0.284, -0.223, -0.209, -0.218, -0.222, -0.211, -0.407, -0.139, -0.226, -0.220, -0.229, -0.198, 0.246, 0.204, 0.202, 0.205, 0.225, 0.238, 0.206, 0.204, 0.207, 0.238, -0.632, 0.105, -0.884, 0.954, -0.327, -0.323, -0.340, 0.941, -0.321, -0.334, -0.320, 0.228, 0.213, 0.222],
  "homo_lumo_gap_ev": [6.73, 7.32],
  "relative_energy_kj_mol": 0.0,
  "charge": -1,
  "homo_ev": [-4.2, -4.9],
  "lumo_ha": [0.0918, 0.0901],
  "spin_multiplicity": 5
}